# C27H43BrN2OP2Pt

A molecular structure, C27H43BrN2OP2Pt at a distorted geometry (the ωB97M-V functional and the def2-TZVPD basis, the Open Molecules 2025 dataset).

Geometry (Å):
C 2.52798 4.27138 -0.09504
C 1.55399 3.46747 -0.73476
C 1.61844 3.29434 -2.14467
C 2.47834 4.14137 -2.85486
N 3.34724 4.95770 -2.25177
C 3.36744 5.03853 -0.91999
C 0.50629 2.83930 0.00018
C -0.55474 2.51777 0.60216
C -1.83217 2.56619 1.25240
C -2.22868 1.30957 1.81541
C -3.58847 0.98358 1.90994
C -4.48626 1.94758 1.42696
C -4.12914 3.29338 1.16714
C -2.76026 3.62555 1.09399
Pt -0.59806 0.20695 0.18846
P 1.66915 -0.36292 0.12456
H 0.94977 2.61069 -2.67143
H 2.56635 4.37115 0.99022
H 2.42888 4.15174 -3.94470
H 4.04566 5.75809 -0.46220
H -2.35485 4.61744 0.81502
H -1.45484 0.55824 2.10772
H -4.89111 4.05760 0.98742
H -3.88785 -0.00809 2.24911
C 2.10291 -2.11188 0.53294
C 3.36172 -2.70530 -0.08593
H 1.24646 -2.73092 0.22794
H 2.13398 -2.18503 1.62886
H 3.47297 -3.73552 0.27857
H 3.29853 -2.73571 -1.17832
H 4.27854 -2.15843 0.15723
C 2.13668 -0.07861 -1.63516
C 3.57967 0.34759 -1.89968
H 1.47318 0.72325 -1.99220
H 1.86700 -0.98707 -2.19964
H 3.72709 0.32723 -2.99070
H 3.74758 1.37791 -1.55509
H 4.33918 -0.29652 -1.42566
C 2.74206 0.76208 1.10625
C 4.22294 0.43314 1.29468
H 2.26972 0.85269 2.09698
H 2.65358 1.75592 0.64371
H 4.65454 1.21720 1.93325
H 4.36508 -0.54280 1.76455
H 4.78525 0.42891 0.35862
Br -6.34014 1.31143 1.22760
P -1.61546 -1.55750 -0.92674
C -0.57567 -2.51087 -2.11356
C -1.18646 -3.81302 -2.64351
H 0.38295 -2.67643 -1.60261
H -0.34595 -1.83237 -2.95013
H -0.45796 -4.35509 -3.26861
H -1.50215 -4.47254 -1.82109
H -2.07081 -3.60141 -3.26561
C -2.52406 -2.68192 0.20177
C -3.89209 -3.20682 -0.24875
H -2.59696 -2.11120 1.14193
H -1.85411 -3.53389 0.41972
H -4.34632 -3.81565 0.54808
H -4.58769 -2.39439 -0.48499
H -3.80366 -3.84850 -1.13525
C -2.67778 -0.46577 -1.95031
C -3.17868 -1.06086 -3.26662
H -2.01491 0.40367 -2.11599
H -3.48575 -0.11064 -1.29436
H -3.82875 -0.32859 -3.76389
H -2.33661 -1.29376 -3.93562
H -3.76035 -1.97753 -3.08804
C -0.32078 -1.87559 4.80765
C -0.24901 -0.91030 3.66449
N -0.16603 0.39339 4.03817
O -0.25837 -1.27200 2.46186
H -0.69160 -1.36165 5.69706
H 0.67786 -2.28235 5.03063
H -0.99956 -2.69657 4.55012
H 0.04612 1.10837 3.35327
H -0.19099 0.65760 5.02083

## Properties
Total energy, a.u.: -4614.79126
⟨S²⟩: 2.009
E_HOMO (alpha / beta), eV: -12.834 / -14.108
Spin multiplicity: 3
Total charge: +2